Record 1
This record from the Open Molecules 2025 dataset describes a molecular structure, C35H32BCoN3O2P2S5Se2. The level of theory is wB97M-V/def2-TZVPD.

Each line ends with the Mulliken charge.
CARTESIAN COORDINATES (ANGSTROEM)
Co1 0.069 0.101 -0.074  -0.82
S1 4.877 5.245 1.045  -0.32
C1 3.780 4.038 0.738  0.11
S2 2.145 4.329 0.293  -0.12
C2 1.643 2.666 0.109  0.19
C3 2.592 1.746 0.362  0.16
S3 2.228 0.044 0.266  -0.52
S4 4.157 2.364 0.827  -0.11
S5 0.008 2.238 -0.303  -0.46
Se1 -6.145 -1.552 2.409  -0.45
P1 -5.646 -1.291 0.373  0.59
C4 -5.934 -2.833 -0.555  0.41
C5 -5.392 -4.020 -0.063  -0.08
C6 -5.593 -5.214 -0.732  -0.85
C7 -6.382 -5.250 -1.874  -0.59
C8 -6.970 -4.085 -2.337  -0.79
C9 -6.742 -2.880 -1.687  -0.14
C10 -6.646 -0.039 -0.480  0.37
C11 -6.297 0.374 -1.766  0.10
C12 -7.063 1.314 -2.430  -0.70
C13 -8.181 1.858 -1.807  -0.56
C14 -8.523 1.460 -0.526  -0.61
C15 -7.756 0.510 0.141  -0.83
C16 -3.968 -0.673 0.048  1.88
C17 -2.648 -1.128 -0.068  -1.04
N1 -1.878 -0.020 -0.185  0.78
N2 -2.660 1.043 -0.136  -1.18
N3 -3.905 0.680 0.011  -0.53
P2 -1.754 -2.668 -0.175  0.05
Se2 0.338 -2.319 -0.432  -0.35
C18 -2.090 -3.608 1.334  1.15
C19 -2.784 -3.022 2.383  0.54
C20 -3.023 -3.738 3.549  -1.00
C21 -2.543 -5.027 3.684  -0.83
C22 -1.809 -5.606 2.652  -0.90
C23 -1.577 -4.899 1.488  -0.82
C24 -2.381 -3.578 -1.621  1.20
C25 -3.268 -2.982 -2.508  -0.07
C26 -3.649 -3.641 -3.668  -0.65
C27 -3.146 -4.899 -3.952  -0.59
C28 -2.245 -5.495 -3.079  -0.88
C29 -1.856 -4.833 -1.928  -0.64
H1 -4.823 -4.012 0.856  0.41
H2 -5.143 -6.122 -0.349  0.45
H3 -6.547 -6.186 -2.392  0.39
H4 -7.605 -4.107 -3.214  0.42
H5 -7.210 -1.980 -2.062  0.34
H6 -5.405 -0.018 -2.237  0.24
H7 -6.777 1.638 -3.422  0.44
H8 -8.774 2.605 -2.320  0.37
H9 -9.383 1.894 -0.034  0.39
H10 -8.005 0.198 1.147  0.33
H11 -3.160 -2.012 2.300  0.33
H12 -3.594 -3.275 4.343  0.47
H13 -2.726 -5.583 4.595  0.36
H14 -1.409 -6.606 2.762  0.42
H15 -0.972 -5.346 0.712  0.31
H16 -3.654 -1.993 -2.301  0.38
H17 -4.343 -3.165 -4.348  0.47
H18 -3.445 -5.413 -4.857  0.40
H19 -1.830 -6.468 -3.304  0.43
H20 -1.111 -5.287 -1.290  0.29
C30 -1.806 1.084 4.082  -1.70
C31 -0.320 0.766 3.964  1.54
C32 0.481 1.560 4.976  -1.94
O1 0.090 1.165 2.638  -0.52
B1 -0.007 0.053 1.828  2.16
O2 -0.265 -1.096 2.561  -0.27
C33 -0.026 -0.757 3.949  1.58
C34 1.434 -1.087 4.233  -1.99
C35 -0.943 -1.588 4.824  -1.89
H21 -1.952 2.140 3.855  0.52
H22 -2.183 0.884 5.086  0.33
H23 -2.393 0.506 3.367  0.07
H24 0.216 2.615 4.899  0.48
H25 1.549 1.466 4.795  0.36
H26 0.262 1.225 5.993  0.31
H27 2.098 -0.494 3.603  0.26
H28 1.602 -2.139 4.002  0.47
H29 1.688 -0.913 5.280  0.38
H30 -1.984 -1.472 4.530  0.23
H31 -0.839 -1.295 5.871  0.45
H32 -0.681 -2.643 4.733  0.45

Force components x, y, z for each atom (eV/Å):
0.094 -0.553 0.014
-0.041 -0.057 0.002
0.108 0.133 -0.001
-0.100 -0.040 -0.016
-0.187 0.017 -0.039
0.004 -0.179 -0.016
0.177 0.280 0.143
-0.025 -0.122 -0.001
0.199 0.431 -0.036
0.070 0.016 -0.030
0.130 0.061 0.059
-0.009 -0.026 0.022
0.059 0.020 -0.006
-0.016 -0.037 -0.014
0.022 -0.008 0.038
0.020 0.020 -0.043
0.016 0.039 -0.056
0.024 -0.001 -0.053
0.034 0.012 -0.017
-0.047 0.015 0.029
0.038 -0.016 -0.013
-0.011 -0.017 0.037
-0.053 -0.027 -0.039
-0.007 0.027 0.065
-0.008 -0.196 -0.134
-0.150 0.083 0.049
-0.044 0.027 0.073
-0.002 -0.092 -0.076
-0.123 -0.054 0.084
-0.125 0.107 -0.177
-0.040 -0.058 0.018
-0.133 -0.083 -0.047
-0.085 -0.053 -0.096
-0.002 -0.026 -0.023
0.006 0.010 0.033
-0.023 0.017 -0.002
0.037 -0.027 0.030
-0.024 -0.009 -0.021
-0.038 0.037 0.030
-0.017 -0.027 0.009
-0.012 0.007 -0.009
0.004 -0.008 0.022
0.060 0.034 0.056
0.006 -0.007 0.002
0.004 -0.015 -0.006
-0.007 0.002 0.007
0.008 0.010 -0.004
-0.004 -0.013 -0.005
-0.001 0.001 -0.005
-0.018 0.013 -0.003
-0.010 0.002 0.006
0.005 0.005 0.009
0.007 0.007 -0.016
0.005 -0.011 -0.001
-0.006 -0.010 0.006
0.003 -0.002 0.001
0.006 0.003 0.008
-0.019 0.035 0.013
-0.003 0.003 0.000
-0.001 -0.002 -0.011
0.004 -0.005 0.000
0.004 0.007 -0.008
-0.016 -0.006 0.021
0.053 0.077 -0.090
0.004 0.022 0.040
-0.017 -0.173 0.163
0.180 0.263 -0.122
-0.030 0.064 0.063
-0.064 -0.056 -0.047
0.021 0.007 0.045
0.053 0.023 0.066
0.003 0.004 -0.009
0.000 0.000 0.026
0.005 -0.009 -0.027
-0.002 0.002 -0.007
0.011 -0.001 -0.015
-0.008 -0.013 0.009
-0.015 0.014 -0.022
-0.003 -0.014 -0.007
-0.005 -0.003 0.019
0.043 0.060 0.038
0.018 0.017 0.014
0.006 0.021 -0.002

Its HOMO energy (spin up / spin down) is -0.14956 / -0.14959 Ha. As for the multiplicity: 1. For the HOMO-LUMO gap (spin up / spin down), the calculation gives 6.1025 / 6.1032 eV. Its total charge is -1. The value obtained for the LUMO energy (spin up / spin down) is 2.03 / 2.03 eV. The electronic energy is -10552.0902 hartree. The calculation puts the molar mass at 976.61 g mol⁻¹.

---

Record 2
This record from the Open Molecules 2025 dataset describes a molecular structure, C35H32N3O5PSTeTi. The level of theory is wB97M-V/def2-TZVPD.

Each line ends with the Mulliken charge.
CARTESIAN COORDINATES (ANGSTROEM)
Ti1 -1.402 0.964 -0.691  -0.32
O1 -7.388 -0.416 -1.216  -0.56
C1 -6.081 -0.058 -1.116  1.09
C2 -5.500 0.872 -1.965  -0.63
C3 -4.160 1.175 -1.780  -0.06
N1 -3.456 0.564 -0.846  0.22
C4 -3.997 -0.322 -0.021  -0.44
C5 -5.325 -0.669 -0.109  -0.58
C6 -2.973 -0.889 0.978  0.25
O2 -3.304 -1.736 1.782  -0.71
O3 -1.817 -0.346 0.820  0.19
C7 -3.352 2.227 -2.545  0.15
O4 -3.859 2.806 -3.492  -0.78
O5 -2.200 2.384 -2.019  -0.23
H1 -7.798 0.079 -1.934  0.31
H2 -6.050 1.387 -2.744  0.47
H3 -5.756 -1.384 0.578  0.58
C8 2.383 3.067 0.389  -1.32
C9 3.274 1.910 0.739  0.64
C10 4.640 2.128 0.882  -0.68
C11 5.510 1.107 1.231  -0.89
C12 5.009 -0.164 1.451  -0.74
C13 3.648 -0.400 1.311  -0.89
C14 2.767 0.616 0.950  1.31
P1 0.943 0.344 0.826  0.98
C15 0.826 -1.453 1.173  0.69
C16 1.372 -2.169 0.101  -0.04
C17 1.381 -3.551 0.071  -0.61
C18 0.811 -4.249 1.124  -1.06
C19 0.241 -3.549 2.173  -0.71
C20 0.230 -2.154 2.228  0.70
C21 -0.462 -1.507 3.397  -1.20
C22 0.435 1.360 2.262  1.06
C23 1.097 1.280 3.484  -0.63
C24 0.625 1.947 4.601  -0.72
C25 -0.536 2.704 4.484  -0.66
C26 -1.146 2.861 3.251  -0.79
C27 -0.648 2.248 2.093  0.43
C28 -1.201 2.576 0.750  -1.31
H4 2.974 3.908 0.023  0.56
H5 1.820 3.399 1.264  0.32
H6 1.660 2.802 -0.388  -0.07
H7 5.024 3.127 0.705  0.40
H8 6.570 1.306 1.333  0.34
H9 5.667 -0.977 1.732  0.43
H10 3.274 -1.399 1.484  0.34
H11 1.805 -1.625 -0.733  -0.02
H12 1.811 -4.068 -0.778  0.51
H13 0.790 -5.332 1.120  0.35
H14 -0.236 -4.094 2.980  0.36
H15 -1.070 -2.248 3.915  0.47
H16 -1.116 -0.700 3.074  -0.06
H17 0.253 -1.092 4.109  0.31
H18 1.986 0.662 3.564  0.58
H19 1.139 1.863 5.550  0.37
H20 -0.950 3.201 5.354  0.36
H21 -2.011 3.508 3.157  0.38
H22 -0.471 3.184 0.198  0.35
H23 -2.113 3.172 0.843  0.44
Te1 0.431 1.503 -2.925  -0.09
C29 2.128 0.237 -2.747  -0.15
C30 3.336 0.742 -2.264  -0.16
C31 4.487 -0.033 -2.222  -0.71
C32 4.464 -1.343 -2.678  -0.61
C33 3.277 -1.863 -3.176  -0.44
C34 2.128 -1.082 -3.212  -0.29
H24 3.375 1.764 -1.913  0.58
H25 5.403 0.392 -1.828  0.40
H26 5.361 -1.950 -2.651  0.38
H27 3.242 -2.883 -3.541  0.41
H28 1.209 -1.507 -3.586  0.27
N2 -3.741 -1.963 -2.869  -0.30
C35 -2.458 -1.799 -3.260  0.24
N3 -2.270 -1.686 -4.609  -0.54
S1 -1.176 -1.700 -2.211  -0.09
H29 -4.459 -2.166 -3.544  0.18
H30 -3.907 -2.237 -1.915  0.23
H31 -3.041 -1.336 -5.158  0.23
H32 -1.379 -1.273 -4.846  0.24

Force components x, y, z for each atom (eV/Å):
1.518 0.349 -0.187
-0.075 0.002 -0.056
0.072 -0.122 0.194
0.136 0.184 -0.042
-0.386 0.004 -0.228
0.030 0.120 0.204
0.026 -0.352 0.223
-0.073 0.063 -0.107
-0.300 0.164 -0.259
-0.065 -0.040 0.020
-0.218 -0.001 -0.185
-0.228 -0.009 0.251
-0.071 -0.040 -0.044
-0.151 -0.154 -0.171
0.013 0.008 0.029
-0.011 -0.014 0.000
-0.009 -0.005 -0.004
-0.031 0.015 -0.026
0.027 0.043 0.066
-0.007 0.005 -0.022
0.003 -0.009 0.008
-0.029 0.012 0.002
0.034 -0.019 0.011
-0.015 0.012 -0.017
-0.130 0.311 0.143
0.104 -0.086 -0.066
0.009 0.005 0.001
-0.019 -0.019 0.015
0.013 0.011 -0.016
0.005 0.002 0.009
-0.082 0.018 0.014
0.039 0.023 0.063
-0.072 -0.060 0.031
-0.007 -0.065 0.056
-0.014 -0.007 -0.025
-0.005 -0.004 -0.009
0.000 0.044 0.014
0.090 -0.004 -0.090
-0.136 -0.293 0.082
0.000 -0.005 -0.004
0.000 0.006 -0.008
0.017 -0.024 -0.011
0.007 -0.002 0.011
0.001 0.001 -0.007
0.009 -0.002 -0.010
0.002 0.010 0.012
-0.015 -0.010 0.021
0.002 0.003 -0.004
-0.002 -0.003 0.001
-0.002 0.000 -0.004
-0.013 0.017 -0.008
0.045 -0.021 0.022
0.020 -0.019 0.008
-0.022 -0.023 0.003
-0.005 -0.009 0.003
0.009 0.020 -0.005
0.004 0.006 0.007
-0.023 0.000 -0.044
0.021 0.019 -0.002
-0.056 -0.010 0.141
0.177 -0.048 -0.240
-0.009 -0.016 -0.005
0.008 0.015 0.005
0.012 -0.011 0.009
-0.041 0.007 0.004
0.045 0.044 0.024
0.012 0.060 -0.032
-0.008 -0.002 0.017
-0.004 -0.005 0.013
-0.005 0.001 0.000
-0.033 -0.021 -0.056
0.054 -0.155 0.041
-0.027 0.263 -0.303
0.008 0.120 0.119
-0.187 -0.376 0.428
-0.004 0.006 -0.004
0.025 0.070 -0.019
-0.017 -0.038 -0.007
0.013 0.036 0.000

Its HOMO energy (spin up / spin down) is -0.14450 / -0.14598 Ha. As for the multiplicity: 2. For the HOMO-LUMO gap (spin up / spin down), the calculation gives 5.8829 / 5.9236 eV. Its total charge is -1. The value obtained for the LUMO energy (spin up / spin down) is 1.95 / 1.95 eV. The electronic energy is -3750.6917 hartree. As for the energy above the lowest of the compared OMol25 structures with the same formula, charge and spin: 0.0 kcal/mol. The calculation puts the molar mass at 813.16 g mol⁻¹.

---

Record 3
This record from the Open Molecules 2025 dataset describes a molecular structure, C35H32N5O3PRhS3. The level of theory is wB97M-V/def2-TZVPD.

Each line ends with the Mulliken charge.
CARTESIAN COORDINATES (ANGSTROEM)
Rh1 1.377 -1.590 0.186  0.04
O1 4.084 0.317 2.520  -0.61
C1 3.416 -0.167 1.655  -0.37
N1 2.686 -1.338 1.658  0.01
C2 2.777 -2.365 2.596  -0.09
O2 3.515 -2.469 3.524  -0.59
C3 1.767 -3.485 2.276  0.43
C4 1.713 -4.611 3.044  -0.59
C5 0.764 -5.585 2.742  -0.30
C6 -0.106 -5.374 1.696  -0.85
C7 0.004 -4.209 0.955  -0.03
N2 0.943 -3.299 1.234  0.25
C8 3.260 0.560 0.308  0.92
C9 4.069 1.608 -0.006  -0.47
C10 3.898 2.248 -1.236  -0.56
C11 2.916 1.802 -2.081  -0.96
C12 2.138 0.714 -1.702  -0.06
N3 2.311 0.113 -0.523  0.28
H1 2.411 -4.701 3.868  0.53
H2 0.704 -6.494 3.329  0.45
H3 -0.867 -6.100 1.438  0.45
H4 -0.648 -3.985 0.122  0.44
H5 4.824 1.903 0.713  0.56
H6 4.532 3.081 -1.518  0.45
H7 2.726 2.276 -3.035  0.48
H8 1.357 0.326 -2.336  0.23
S1 -1.241 0.532 -2.670  -0.52
P1 -1.087 -1.430 -2.782  1.54
S2 0.461 -2.390 -1.790  -0.33
C13 -0.928 -1.963 -4.498  0.51
C14 0.223 -2.550 -5.014  -0.34
C15 0.262 -2.941 -6.351  -0.67
C16 -0.843 -2.747 -7.166  -0.43
C17 -1.991 -2.150 -6.654  -0.69
C18 -2.035 -1.759 -5.326  -0.66
C19 -2.592 -2.258 -2.196  0.33
C20 -2.649 -3.654 -2.190  -0.50
C21 -3.811 -4.302 -1.799  -0.71
C22 -4.925 -3.559 -1.411  -0.44
C23 -4.870 -2.173 -1.413  -0.60
C24 -3.703 -1.520 -1.807  -0.34
H9 1.087 -2.703 -4.381  0.32
H10 1.159 -3.400 -6.752  0.40
H11 -0.812 -3.059 -8.204  0.38
H12 -2.851 -1.989 -7.293  0.39
H13 -2.930 -1.291 -4.928  0.36
H14 -1.784 -4.232 -2.500  0.48
H15 -3.855 -5.387 -1.803  0.43
H16 -5.837 -4.066 -1.112  0.40
H17 -5.737 -1.595 -1.114  0.43
H18 -3.650 -0.438 -1.816  0.38
C25 1.965 4.616 4.067  -1.57
C26 1.133 3.358 3.832  0.08
C27 1.603 2.644 2.579  -1.03
N4 0.847 1.402 2.301  0.23
C28 0.102 1.073 1.274  0.15
S3 -0.446 -0.609 1.150  -0.17
N5 -0.298 1.917 0.348  0.94
C29 -0.238 3.369 0.336  -0.56
O3 0.334 3.912 -0.563  -0.48
C30 -0.953 4.053 1.440  0.83
C31 -0.695 5.405 1.644  -0.45
C32 -1.350 6.082 2.657  -0.62
C33 -2.274 5.411 3.455  -0.40
C34 -2.550 4.068 3.233  -0.74
C35 -1.886 3.385 2.225  -0.06
H19 1.601 5.164 4.935  0.40
H20 1.912 5.288 3.204  0.33
H21 3.017 4.374 4.243  0.42
H22 0.075 3.615 3.738  -0.04
H23 1.231 2.679 4.684  0.57
H24 2.645 2.348 2.698  0.67
H25 1.551 3.296 1.712  0.28
H26 0.997 0.635 2.942  0.34
H27 -0.634 1.484 -0.541  -0.52
H28 0.020 5.908 1.002  0.53
H29 -1.151 7.134 2.822  0.44
H30 -2.789 5.941 4.248  0.42
H31 -3.283 3.553 3.842  0.44
H32 -2.120 2.343 2.039  0.44

Force components x, y, z for each atom (eV/Å):
0.245 0.018 -0.064
0.492 0.157 0.802
-0.494 -0.136 -1.132
0.025 -0.047 0.467
-0.872 -0.130 -0.836
0.594 0.120 0.625
0.410 0.853 -0.082
-0.033 -0.563 0.418
0.310 0.011 0.319
-0.229 0.011 -0.235
0.101 0.087 0.038
-0.380 0.006 -0.370
-0.072 -0.608 0.936
0.449 0.650 -0.216
0.400 0.124 0.447
-0.446 -0.207 -0.314
0.113 0.085 0.000
-0.503 -0.227 -0.472
-0.068 -0.036 -0.061
0.020 0.062 -0.011
0.039 0.070 0.015
0.016 -0.010 -0.044
-0.024 0.036 -0.060
-0.049 -0.055 0.061
0.020 -0.062 0.051
-0.076 -0.024 -0.042
0.128 0.132 0.171
-0.054 0.140 0.262
-0.181 -0.062 -0.355
0.037 -0.172 -0.178
-0.043 0.000 -0.116
0.001 0.040 0.093
-0.001 0.013 0.015
0.026 0.014 0.030
0.026 -0.019 -0.021
-0.131 -0.081 0.048
-0.090 -0.025 0.022
0.025 0.039 0.003
0.042 -0.023 -0.005
0.069 0.050 -0.019
-0.094 -0.111 0.076
-0.022 -0.013 -0.013
-0.066 0.032 0.045
-0.001 0.030 0.073
0.043 -0.014 0.045
0.021 -0.027 -0.015
-0.031 0.013 -0.010
0.007 0.127 -0.014
0.091 0.048 -0.025
0.084 -0.043 -0.027
-0.015 -0.002 -0.014
0.075 -0.028 -0.048
-0.079 0.075 0.145
0.004 -0.187 -0.023
0.298 0.155 0.339
-0.022 -0.231 0.250
0.231 -0.056 -0.253
-0.422 0.000 -1.006
-0.005 0.051 0.157
-0.032 0.010 -0.133
-0.061 -0.128 -0.298
0.050 0.121 0.016
-0.031 -0.035 0.032
0.031 0.054 -0.007
-0.014 -0.004 0.001
-0.214 -0.068 0.022
-0.003 -0.012 -0.003
-0.005 -0.056 0.075
-0.086 0.010 -0.031
0.163 -0.038 0.096
-0.018 0.037 -0.015
0.061 -0.064 -0.036
0.047 -0.033 -0.020
0.039 0.038 0.089
0.110 0.120 0.349
-0.049 -0.028 0.045
-0.008 -0.066 0.010
0.031 -0.024 -0.058
0.035 0.035 -0.029
0.015 0.082 0.022

Its HOMO energy is -0.39777 Ha. As for the multiplicity: 1. For the HOMO-LUMO gap, the calculation gives 6.3129 eV. Its total charge is +1. The value obtained for the LUMO energy is -4.51 eV. The electronic energy is -3498.8737 hartree. As for the energy above the lowest of the compared OMol25 structures with the same formula, charge and spin: 8.0 kcal/mol. The calculation puts the molar mass at 800.75 g mol⁻¹.